Computed, not measured: a molecular structure, C38H39CrNOP2Si at a distorted geometry, with the ωB97M-V functional and the def2-TZVPD basis.

Last column: Mulliken charge in e.
CARTESIAN COORDINATES (ANGSTROEM)
C1 3.975 -3.683 -0.519  -0.7125
C2 2.738 -3.090 -0.772  0.1730
C3 1.717 -3.034 0.245  -0.1811
C4 2.093 -3.418 1.535  1.2330
C5 3.358 -3.952 1.777  -0.9478
C6 4.292 -4.142 0.759  -0.9287
C7 1.158 -3.161 2.670  -0.9054
C8 -0.242 -3.406 2.095  0.8908
C9 -0.550 -3.136 0.766  0.2129
C10 -1.816 -3.515 0.211  0.3748
C11 -2.719 -4.201 1.031  -0.8500
C12 -2.393 -4.468 2.354  -1.0609
C13 -1.177 -4.033 2.901  -1.3449
H1 4.724 -3.763 -1.323  0.3910
H2 3.631 -4.117 2.804  0.4546
H3 5.292 -4.486 0.983  0.3895
H4 1.356 -3.827 3.519  0.6950
H5 -3.713 -4.493 0.659  0.3987
H6 -3.120 -4.924 3.024  0.3813
H7 -0.931 -4.182 3.944  0.5011
N1 0.434 -2.444 0.041  0.3044
Cr1 -0.041 -0.630 -0.544  -3.1982
C14 2.510 -2.355 -2.044  -0.7647
H8 1.754 -2.814 -2.719  0.5155
H9 3.430 -2.225 -2.640  0.5171
C15 -2.265 -3.006 -1.144  -1.0272
H10 -1.672 -3.440 -1.965  0.4864
H11 -3.338 -3.209 -1.347  0.5108
P1 1.877 -0.605 -1.683  1.3849
P2 -2.027 -1.191 -1.200  1.7924
C16 -3.453 -0.574 -0.280  -1.3352
H12 -3.470 0.524 -0.304  0.2143
H13 -4.391 -0.974 -0.705  0.5843
H14 -3.364 -0.898 0.767  0.2946
C17 -2.235 -0.624 -2.910  -0.9651
H15 -3.268 -0.797 -3.256  0.4807
H16 -2.009 0.456 -2.965  0.1404
H17 -1.529 -1.162 -3.566  0.3532
C18 3.394 0.195 -1.122  -1.2945
H18 4.144 0.198 -1.916  0.5269
H19 3.158 1.222 -0.842  0.2391
H20 3.833 -0.301 -0.247  0.3058
C19 1.305 -0.027 -3.257  -1.3553
H21 0.551 0.747 -3.094  0.2185
H22 2.171 0.390 -3.770  0.4840
H23 0.878 -0.851 -3.831  0.3671
C20 -0.394 -0.106 1.357  -0.3166
O1 -0.275 -0.362 2.519  -0.3349
H24 1.443 -2.186 3.118  0.3026
C21 3.820 3.566 1.266  -0.8176
C22 3.386 2.451 1.985  -0.7266
C23 2.175 1.831 1.675  -0.4367
C24 1.388 2.339 0.644  0.6352
C25 1.786 3.486 -0.047  -0.2355
C26 3.016 4.077 0.243  -0.9405
Si1 -0.287 1.633 0.228  3.1040
C27 -1.401 2.376 1.553  0.2433
C28 -2.385 1.691 2.268  -0.0444
C29 -3.245 2.403 3.109  -0.9397
C30 -3.087 3.785 3.235  -0.6852
C31 -2.049 4.450 2.570  -0.7003
C32 -1.182 3.742 1.738  -0.2795
C33 -1.054 2.398 -1.293  1.7556
C34 -2.427 2.656 -1.305  -0.4110
C35 -3.029 3.177 -2.455  -0.9367
C36 -2.257 3.476 -3.583  -0.8730
C37 -0.877 3.268 -3.541  -0.7908
C38 -0.278 2.759 -2.391  -0.6473
H25 4.785 4.036 1.486  0.3995
H26 3.988 2.070 2.806  0.4513
H27 1.835 0.980 2.278  0.4376
H28 1.118 3.958 -0.773  0.5376
H29 3.317 4.954 -0.320  0.4402
H30 -2.507 0.610 2.223  0.2013
H31 -4.030 1.856 3.632  0.4341
H32 -3.770 4.346 3.866  0.3983
H33 -1.896 5.522 2.672  0.4463
H34 -0.365 4.241 1.209  0.2795
H35 -3.031 2.518 -0.400  0.3731
H36 -4.102 3.364 -2.453  0.4667
H37 -2.735 3.862 -4.491  0.3870
H38 -0.258 3.525 -4.397  0.4519
H39 0.814 2.678 -2.346  0.4265

Results
- total charge = +1
- spin multiplicity = 4
- electronic energy (a.u.) = -3617.84016
- orbital gap (spin up / spin down) (eV) = 5.5586 / 5.9052
- ΔE to the lowest compared entry with this formula, charge and spin (eV) = 0.000